Entry 1:
7
Properties=species:S:1:pos:R:3:lowdin_charge:R:1 method="wB97M-V/def2-TZVPD" homo_lumo_gap_ev=9.1 smiles="N#CC(=O)C=O" total_charge=0 relative_energy_kj_mol=153.2
N 2.59993 -0.60545 0.36081 0.189
C 1.58094 -0.08616 0.18201 -0.103
C 0.26782 0.54627 -0.04809 -0.316
O 0.18256 1.66350 -0.48364 0.160
C -1.06318 -0.30245 0.14463 -0.122
O -1.75851 -0.32348 -0.85098 0.051
H -1.80955 -0.89223 0.69526 0.140

***

Entry 2:
6
Properties=species:S:1:pos:R:3:lowdin_charge:R:1 method="wB97M-V/def2-TZVPD" homo_lumo_gap_ev=8.0 total_charge=0 relative_energy_kj_mol=131.1
C -0.35166 -0.14421 -0.15920 -0.272
C 0.00181 -0.18447 1.10096 -0.672
C 0.96835 0.98788 -1.97727 0.045
N 0.44995 0.38989 -1.10991 -0.094
S 0.30444 -0.33269 2.60933 0.812
H -1.37289 -0.71641 -0.46391 0.182

***

Entry 3:
8
Properties=species:S:1:pos:R:3:lowdin_charge:R:1 method="wB97M-V/def2-TZVPD" homo_lumo_gap_ev=6.7 smiles="N#CC(=S)C(=S)S" total_charge=0 relative_energy_kj_mol=11.3
N -0.21739 2.07469 -2.12961 0.187
C -0.09488 1.31719 -1.23913 -0.311
C 0.06334 0.57117 -0.00762 -0.821
S 0.27563 1.42452 1.37649 0.840
C -0.09465 -0.92210 -0.05687 -1.214
S -0.44888 -1.67180 -1.49967 0.711
S 0.03892 -1.88032 1.37188 0.778
H 0.47792 -0.91335 2.18454 -0.171

***

Entry 4:
6
Properties=species:S:1:pos:R:3:lowdin_charge:R:1 method="wB97M-V/def2-TZVPD" homo_lumo_gap_ev=6.6 total_charge=-1 relative_energy_kj_mol=183.8
C 0.74720 -1.38059 0.17990 -0.343
C 1.48160 -2.31369 0.50034 -0.383
C -0.76794 1.23984 -0.21603 -0.461
O -0.06481 1.88410 0.43346 0.190
O -1.79360 1.05353 -0.75553 0.165
H 0.39755 -0.48319 -0.14214 -0.168